# 1
The following is a DFT calculation (the ωB97M-V functional and the def2-TZVPD basis) of a molecular structure, C5H7N3O2S at a distorted geometry.

Last column: Löwdin charge in e.
Element x y z (Å)
S 0.774995 -1.847323 -0.058865  1.162
O -2.613872 0.489221 -0.101474  0.014
O -1.445130 -1.418382 -0.049542  -0.072
N -0.419858 0.584690 -0.013568  0.134
N 3.031591 -0.489158 0.033596  0.020
N 2.569291 -1.709729 0.105215  -0.264
C -3.730208 -0.349814 0.098175  -0.039
C 2.125555 0.426982 -0.048270  -0.330
C 2.441348 1.861562 -0.004979  -0.013
C 0.725157 -0.142901 -0.067405  -0.428
C -1.498694 -0.204120 -0.119164  -0.668
H 1.638321 2.297371 0.615445  0.103
H -3.963316 -0.751262 1.087062  0.108
H 3.069001 -2.379820 -0.271958  0.019
H 3.323977 1.891896 0.454462  0.034
H 2.499391 2.103877 -1.035346  0.085
H -4.666881 0.486146 0.006418  0.167
H -3.860669 -0.849239 -0.629801  -0.031

Cartesian forces, eV/Å:
1.68 0.17 0.31
-0.35 -0.24 0.51
-0.54 -1.66 -0.61
3.38 -0.41 -0.92
0.63 0.61 -0.37
-5.13 3.11 1.95
-3.21 10.19 8.32
-2.22 -2.11 0.69
-3.82 -1.28 -0.43
-0.54 1.93 0.25
0.96 0.95 1.40
0.45 0.52 -0.79
1.10 -0.31 -0.18
3.30 -4.00 -2.14
3.68 0.79 1.72
-0.13 1.38 -0.77
2.30 -2.13 0.22
-1.55 -7.53 -9.16

The value obtained for the energy above the lowest of the compared OMol25 structures with the same formula, charge and spin is 3.993 eV. Its electronic energy is -907.55541 Ha.

# 2
The following is a DFT calculation (the ωB97M-V functional and the def2-TZVPD basis) of C2H4OS in the gas phase at a distorted geometry.

Last column: Löwdin charge in e.
Element x y z (Å)
S -0.967171 -0.618441 -0.954213  0.649
O 0.567958 0.288977 1.014304  -0.169
C 1.368220 1.251593 0.343517  -0.082
C -0.268171 -0.579804 0.521646  -0.748
H -0.511704 -1.234939 1.375274  0.085
H 1.319977 1.217094 -0.766145  0.082
H 2.400685 1.281768 0.657229  0.079
H 1.121828 2.288577 0.695648  0.105

Cartesian forces, eV/Å:
0.51 -0.11 0.57
1.67 0.59 1.00
-0.45 2.06 -1.03
-0.95 -0.02 -0.46
-0.18 -0.07 -0.67
-0.23 -0.21 0.81
0.39 -1.31 0.25
-0.76 -0.92 -0.48

The SMILES is COC=S. The value obtained for the energy above the lowest of the compared OMol25 structures with the same formula, charge and spin is 1.153 eV. Its electronic energy is -551.98631 Ha.

# 3
The following is a DFT calculation (the ωB97M-V functional and the def2-TZVPD basis) of a molecular structure, C22H37NO4P2ReS at a distorted geometry.

Last column: Mulliken spin population.
Element x y z (Å)
Re -1.052853 -0.740793 -1.050656  2.341
S 1.067817 2.913590 0.824386  0.001
P -3.177140 -1.278655 -0.759854  -0.008
P 2.312330 -0.255287 -1.331142  0.001
O 0.812249 0.057377 -1.153282  0.061
O -0.804700 -0.303619 1.096999  -0.046
O -0.156423 3.684357 1.035109  0.000
O 2.028066 3.459914 -0.143166  0.001
N -0.895836 -1.661797 -2.535695  0.229
C -2.326381 1.549386 1.475401  0.042
C 2.380857 1.773796 3.027699  0.001
C -3.866778 -2.675712 -1.767880  0.030
C 2.502109 4.156647 4.441736  0.000
C -0.828298 -3.844878 -6.051791  0.163
C 1.900339 2.951767 2.470490  0.000
C 2.556613 -1.650150 -2.424477  0.008
C 3.513719 3.018536 6.439216  0.000
C -1.145072 -2.478474 -6.086027  -0.083
C 2.946015 1.790465 4.300596  0.000
C -0.453990 -4.461689 -4.849681  -0.074
C 2.978287 2.980370 5.029836  -0.001
C -3.772380 -1.818018 0.906665  0.020
C 3.062248 1.210357 -2.031029  0.000
C -0.795435 -2.352931 -3.677763  -0.115
C -0.420570 -3.735794 -3.671927  0.158
C -1.275455 0.583886 1.871730  0.013
C -0.783469 0.637438 3.278368  0.007
C -1.116518 -1.725912 -4.925782  0.144
C -4.432325 0.033551 -1.149101  0.030
C 2.947776 -0.730608 0.278365  0.011
C 1.991763 4.164681 3.136674  0.000
H 3.837314 2.026146 6.760758  0.000
H -3.502843 -1.093337 1.683292  -0.005
H -1.647664 0.509018 3.940938  0.001
H -2.270169 1.803176 0.404901  -0.009
H -1.347735 -0.658483 -4.904099  0.007
H -0.833678 -4.420986 -6.975350  0.012
H 2.572219 1.429615 -2.990861  0.000
H 4.370849 3.694603 6.527927  0.000
H -1.782173 0.720411 -1.347809  0.049
H 2.301831 0.836469 2.487923  -0.001
H -4.310331 0.333830 -2.196738  -0.002
H -4.243309 0.918254 -0.531000  -0.005
H 4.125245 1.050270 -2.247291  0.000
H -3.751598 -2.454982 -2.836211  0.000
H 2.177818 -2.556084 -1.930751  0.001
H -3.295873 -2.770858 1.163022  0.003
H -0.346352 1.619586 3.493710  0.001
H 2.732369 -1.801288 0.435650  0.008
H 2.946848 2.089158 -1.381665  0.000
H -1.396608 -1.989818 -7.029005  -0.004
H -4.931767 -2.832787 -1.544889  0.001
H -5.456822 -0.329469 -0.977870  0.002
H 4.035455 -0.578320 0.348216  0.000
H -2.183059 2.486189 2.034111  0.000
H 2.000263 -1.493454 -3.358323  -0.004
H -4.864187 -1.944571 0.898114  0.001
H 2.754615 3.371875 7.146195  0.000
H 3.343958 0.877106 4.746092  0.000
H 2.427834 -0.151110 1.051110  -0.009
H 1.655938 5.095355 2.677088  0.000
H -0.165047 -5.513117 -4.830723  -0.004
H -3.314692 -3.597761 -1.548627  0.003
H 2.537424 5.074589 5.028698  0.000
H -0.131157 -4.173878 -2.715504  0.018
H -3.317663 1.118573 1.695475  0.000
H -0.044640 -0.141800 3.476970  -0.001
H 3.620819 -1.803919 -2.657492  0.000

Cartesian forces, eV/Å:
2.11 1.74 1.69
0.02 -3.73 0.18
-4.56 -1.25 0.10
-1.40 0.89 0.14
1.47 -0.28 -0.27
-0.94 1.66 1.14
-0.99 1.49 0.45
0.93 1.18 -0.38
0.48 -1.40 -1.55
-0.11 0.67 -0.37
0.02 0.41 0.20
0.12 0.12 0.06
-0.09 0.06 -0.40
0.09 -0.03 -0.13
0.02 0.73 -0.67
0.20 -0.35 -0.26
0.07 -0.02 0.09
0.17 -0.16 0.10
-0.09 0.18 0.12
0.07 0.24 -0.11
0.02 0.02 -0.01
0.26 0.06 0.06
0.54 -0.07 -0.32
-0.20 -0.28 -0.72
-0.22 0.75 0.02
1.23 -1.35 -1.07
-0.01 -0.21 0.09
0.07 -0.29 0.63
0.31 -0.03 0.00
0.43 -0.27 0.13
0.37 -0.18 1.14
-0.02 0.07 0.00
-0.08 -0.15 -0.19
0.08 0.06 0.01
0.07 -0.24 0.44
0.02 -0.35 -0.10
-0.04 0.10 0.21
-0.05 -0.18 0.30
-0.09 -0.07 -0.05
0.05 0.28 0.05
-0.06 0.20 0.08
-0.05 -0.10 0.20
-0.08 -0.21 -0.12
-0.10 -0.07 0.12
0.04 -0.02 0.23
0.01 0.24 -0.19
-0.11 0.13 -0.03
-0.12 -0.10 -0.16
0.05 0.39 -0.08
-0.24 -0.19 0.16
0.05 -0.22 0.22
0.29 0.09 -0.02
0.36 0.03 -0.05
-0.33 -0.01 0.04
-0.15 -0.36 -0.14
0.12 -0.03 0.25
0.32 0.02 -0.06
0.07 -0.06 -0.11
-0.12 0.17 -0.09
0.20 -0.10 -0.50
-0.05 -0.34 0.03
-0.13 0.24 -0.09
-0.07 0.20 -0.06
0.01 -0.09 -0.16
-0.12 0.01 -0.28
0.27 0.13 0.05
-0.14 0.12 -0.09
-0.27 0.11 0.10

Its multiplicity is 4. The value obtained for the energy above the lowest of the compared OMol25 structures with the same formula, charge and spin is 0.000 eV. The expectation value of S² is 3.784. Its electronic energy is -2375.32757 Ha.